The following is a quantum chemistry calculation of the ion C14H22BO3 with charge -1 at a distorted geometry, from the OMol25 dataset.

Each line ends with the natural charge from an NBO analysis.
Positions of all 40 atoms, in Å:
1 C 3.0635 -1.8313 0.4817  -0.609
2 C 1.6283 -1.6151 -0.0094  -0.434
3 C 0.5778 -2.2766 0.8832  -0.042
4 O 0.0054 -1.4092 1.8181  -0.579
5 C -1.3531 -1.0053 1.5296  -0.264
6 B -1.5337 0.1764 0.3948  0.071
7 C -3.0057 0.0607 -0.3499  -0.629
8 C -2.9335 -1.0541 -1.3947  -0.521
9 C -2.3879 -0.5968 -2.7084  0.810
10 O -2.2836 0.5165 -3.0958  -0.563
11 O -2.0339 -1.6276 -3.5528  -0.726
12 C -1.1861 1.6896 0.9877  -0.643
13 C 0.2323 2.0515 0.6614  0.074
14 C 0.5361 2.7003 -0.5439  -0.237
15 C 1.8552 2.9831 -0.8886  -0.233
16 C 2.8893 2.6159 -0.0266  -0.225
17 C 2.6031 1.9820 1.1812  -0.228
18 C 1.2831 1.6993 1.5239  -0.249
19 H 3.4826 -2.7783 0.1493  0.185
20 H 3.6955 -1.0478 0.0640  0.204
21 H 3.1162 -1.7250 1.5628  0.200
22 H 1.5396 -2.0186 -1.0206  0.182
23 H 1.4539 -0.5492 -0.0797  0.246
24 H -0.1959 -2.7658 0.2849  0.153
25 H 1.0747 -3.0821 1.4382  0.150
26 H -1.7222 -0.6349 2.4891  0.165
27 H -1.9539 -1.8835 1.2491  0.136
28 H -0.7054 -0.0583 -0.4869  -0.082
29 H -3.8329 -0.1229 0.3400  0.184
30 H -3.1882 0.9877 -0.8924  0.216
31 H -3.8705 -1.5920 -1.5541  0.213
32 H -2.2275 -1.8033 -1.0191  0.208
33 H -1.5945 -2.3026 -3.0253  0.477
34 H -1.3009 1.7377 2.0754  0.190
35 H -1.8429 2.4569 0.5724  0.198
36 H -0.2812 2.9459 -1.2057  0.210
37 H 2.0567 3.4747 -1.8295  0.195
38 H 3.9169 2.8257 -0.2942  0.185
39 H 3.3987 1.6854 1.8504  0.194
40 H 1.0247 1.1909 2.4403  0.214

Summary:
Electronic energy in eV: -21694.9405
Molar mass in u: 249.14
E_LUMO in eV: 3.17
Total charge: -1
Energy relative to the best compared isomer or geometry (same formula, charge and spin) in kcal per mole: 2.4


The following is a quantum chemistry calculation of a structure of composition C17H39BCl23Si at a distorted geometry, from the OMol25 dataset.

Each line ends with the Löwdin charge.
Positions of all 81 atoms, in Å:
1 C -1.9681 0.9773 1.2486  -0.350
2 Si -0.9091 0.0328 -0.0347  0.523
3 C -2.1742 -0.4421 -1.3779  -0.209
4 C -0.3863 -1.6196 0.7520  -0.235
5 B 0.6262 1.0182 -0.8732  -0.582
6 C 1.8660 1.4438 0.1316  -0.274
7 C 1.6653 2.7261 0.9637  -0.335
8 C 1.0560 3.8329 0.1269  -0.558
9 Cl 1.3775 5.4856 0.8605  0.489
10 H -2.2758 1.9325 0.8016  0.066
11 H -2.8861 0.4284 1.4994  -0.028
12 H -1.4271 1.1829 2.1812  -0.398
13 H -2.8988 -1.1922 -1.0348  -0.016
14 H -2.7391 0.4546 -1.6655  0.020
15 H -1.6604 -0.8174 -2.2696  0.022
16 H -1.2101 -2.3209 0.9251  -0.072
17 H 0.3057 -2.0956 0.0428  0.030
18 H 0.1573 -1.4883 1.6955  -0.034
19 H 1.0467 0.2173 -1.7026  -0.005
20 H 0.1695 1.9769 -1.4975  0.016
21 H 2.0719 0.6296 0.8422  0.035
22 H 2.7879 1.5773 -0.4580  0.078
23 H 2.6183 3.0972 1.3641  0.070
24 H 1.0243 2.5275 1.8329  0.091
25 H 1.4863 3.8717 -0.8731  0.070
26 H -0.0286 3.7773 0.0571  0.058
27 C -6.4999 -2.2399 -0.8787  -1.029
28 Cl -5.1510 -3.3738 -0.7936  0.484
29 Cl -6.2799 -1.0040 -2.1296  0.501
30 H -7.4075 -2.7869 -1.1025  0.022
31 H -6.5286 -1.7372 0.0778  -0.061
32 C 3.0026 0.1035 -5.0160  -1.067
33 Cl 1.6072 1.0422 -4.5005  0.542
34 Cl 3.5352 -1.0742 -3.8007  0.493
35 H 2.7439 -0.4459 -5.9123  -0.063
36 H 3.8262 0.7832 -5.2031  0.019
37 C -4.8560 -0.9515 2.9544  -0.998
38 Cl -3.5555 -1.8630 2.2052  0.582
39 Cl -6.4541 -1.6685 2.6192  0.526
40 H -4.6980 -0.9204 4.0231  -0.037
41 H -4.8600 0.0524 2.5429  0.027
42 C -2.3161 1.8182 4.8369  -0.913
43 Cl -3.2852 0.5772 5.6547  0.498
44 Cl -1.6186 1.2271 3.3337  0.831
45 H -2.9687 2.6533 4.6106  0.028
46 H -1.5196 2.1096 5.5124  0.005
47 C 2.7559 -0.5370 -9.2754  -1.038
48 Cl 3.4836 -1.7067 -8.1647  0.538
49 Cl 2.5835 1.0613 -8.5419  0.511
50 H 3.3953 -0.4470 -10.1455  0.022
51 H 1.7695 -0.8944 -9.5486  0.001
52 C 3.9642 8.0855 0.7299  -1.036
53 Cl 5.3153 7.2159 1.4659  0.490
54 Cl 4.4509 8.9615 -0.7336  0.479
55 H 3.1938 7.3703 0.4658  -0.052
56 H 3.6016 8.8128 1.4463  0.022
57 C 3.7841 0.0248 3.3140  -1.014
58 Cl 3.5186 1.6292 4.0119  0.515
59 Cl 2.3010 -0.9242 3.2121  0.544
60 H 4.1651 0.1528 2.3068  0.024
61 H 4.4885 -0.5020 3.9471  0.014
62 C -1.1334 -5.8553 0.6229  -1.011
63 Cl 0.2292 -5.2387 1.5650  0.510
64 Cl -2.5022 -4.7437 0.5866  0.506
65 H -0.8007 -6.0130 -0.3963  0.025
66 H -1.4636 -6.7816 1.0786  0.018
67 C -0.7726 -1.5660 8.3331  -1.052
68 Cl -0.1551 -0.2020 7.3939  0.504
69 Cl -2.4447 -1.3270 8.8617  0.494
70 H -0.7355 -2.4505 7.7085  -0.007
71 H -0.1534 -1.6775 9.2153  0.019
72 C 2.6826 -4.6452 6.0760  -1.016
73 Cl 1.9277 -3.3256 6.9803  0.525
74 Cl 2.4379 -6.2172 6.8487  0.496
75 H 2.2404 -4.6715 5.0872  0.023
76 H 3.7476 -4.4526 6.0299  0.023
77 C -0.1782 0.3251 -12.6819  -1.015
78 Cl 0.6211 -1.2043 -13.0810  0.496
79 Cl 0.6101 1.1565 -11.3392  0.530
80 H -0.1392 0.9651 -13.5553  0.022
81 H -1.2004 0.1069 -12.3964  0.025

Summary:
Electronic energy in eV: -314827.6081
Molar mass in u: 1097.82
E_LUMO in eV: 1.75
Total charge: -1


The following is a quantum chemistry calculation of a cluster of 2 separate species, C4H12N2O3 in total at a distorted geometry, from the OMol25 dataset.

Each line ends with the natural charge from an NBO analysis.
Positions of all 21 atoms, in Å:
1 C -1.7317 -1.1614 0.8244  -0.412
2 C -1.2102 -0.3173 -1.3893  -0.434
3 C -0.3041 1.7534 0.2824  -0.442
4 C 2.2997 -0.3713 -0.0115  1.040
5 N -0.6606 -0.5967 -0.0431  -0.241
6 N 0.0535 0.4166 0.6193  -0.651
7 O 1.8379 -1.4730 -0.2397  -0.708
8 O 2.8304 -0.0046 1.1695  -0.704
9 O 2.5304 0.5294 -0.9682  -0.677
10 H -2.1866 -2.0398 0.3708  0.191
11 H -1.2837 -1.4191 1.7830  0.228
12 H -2.4893 -0.3946 0.9903  0.207
13 H -2.0094 0.4219 -1.3149  0.211
14 H -0.4150 0.0819 -2.0192  0.232
15 H -1.5983 -1.2368 -1.8218  0.209
16 H -0.0758 2.0437 -0.7625  0.139
17 H -1.3680 1.9942 0.4700  0.144
18 H 0.2921 2.3897 0.9345  0.210
19 H 0.0802 -1.3363 -0.1677  0.451
20 H 2.5534 -0.6244 1.8556  0.508
21 H 2.8552 1.3444 -0.5619  0.498

Summary:
Electronic energy in eV: -13463.1503
Molar mass in u: 136.15
E_LUMO in eV: 0.75
Energy relative to the best compared isomer or geometry (same formula, charge and spin) in kcal per mole: 72.7